Entry from the OMol25 dataset: a molecular structure, C38H36B3F7O5S in a non-equilibrium geometry (the ωB97M-V functional and the def2-TZVPD basis).

CARTESIAN COORDINATES (ANGSTROEM)
C  -4.617  6.117  3.886
B  -4.606  4.540  3.781
O  -5.586  3.939  2.974
B  -5.634  2.558  3.094
F  -6.814  1.992  2.957
O  -4.511  1.787  3.310
B  -3.453  2.670  3.524
C  -2.094  2.478  2.714
S  -2.082  3.418  1.163
O  -1.087  4.443  1.250
O  -1.919  2.523  0.053
O  -3.657  3.724  4.411
H  -5.651  6.411  4.128
H  -4.436  6.488  2.862
H  -3.892  6.509  4.604
H  -1.953  1.409  2.505
H  -1.247  2.851  3.306
H  -3.310  4.013  0.989
F  1.734  0.741  -3.698
C  0.403  0.533  -3.592
C  -0.244  -0.210  -4.561
C  -1.610  -0.425  -4.449
C  -2.311  0.112  -3.377
C  -1.647  0.860  -2.412
C  -0.280  1.068  -2.518
H  0.320  -0.615  -5.392
H  -2.127  -1.009  -5.197
H  -3.378  -0.053  -3.293
H  -2.189  1.280  -1.579
H  0.256  1.641  -1.771
F  0.872  5.354  5.309
C  1.561  5.942  4.309
C  2.296  7.081  4.575
C  3.007  7.680  3.546
C  2.965  7.142  2.266
C  2.217  5.999  2.016
C  1.513  5.391  3.045
H  2.310  7.489  5.578
H  3.594  8.569  3.741
H  3.517  7.614  1.463
H  2.179  5.581  1.018
H  0.931  4.497  2.870
F  3.378  -3.290  0.640
C  2.867  -3.308  -0.609
C  2.604  -4.522  -1.214
C  2.073  -4.538  -2.496
C  1.822  -3.344  -3.159
C  2.095  -2.132  -2.538
C  2.617  -2.113  -1.253
H  2.813  -5.443  -0.684
H  1.856  -5.482  -2.978
H  1.411  -3.358  -4.161
H  1.904  -1.203  -3.053
H  2.829  -1.177  -0.750
F  -1.198  -2.047  2.406
C  -0.715  -3.274  2.691
C  -1.268  -3.990  3.734
C  -0.773  -5.254  4.023
C  0.272  -5.779  3.274
C  0.819  -5.043  2.231
C  0.320  -3.784  1.933
H  -2.077  -3.560  4.311
H  -1.203  -5.829  4.833
H  0.659  -6.764  3.504
H  1.636  -5.450  1.650
H  0.729  -3.200  1.118
F  -3.076  -1.450  -7.333
C  -4.095  -2.332  -7.311
C  -4.717  -2.671  -8.496
C  -5.763  -3.583  -8.474
C  -6.178  -4.135  -7.269
C  -5.544  -3.780  -6.086
C  -4.492  -2.876  -6.105
H  -4.384  -2.224  -9.424
H  -6.254  -3.862  -9.397
H  -6.997  -4.843  -7.253
H  -5.870  -4.207  -5.146
H  -3.980  -2.594  -5.193
F  9.868  -1.081  1.850
C  8.540  -1.277  1.951
C  7.893  -2.025  0.986
C  6.525  -2.232  1.094
C  5.821  -1.680  2.158
C  6.486  -0.927  3.117
C  7.856  -0.727  3.018
H  8.459  -2.439  0.161
H  6.007  -2.821  0.349
H  4.754  -1.839  2.238
H  5.937  -0.494  3.943
H  8.393  -0.151  3.760

Output
**DFT total energy**: -3017.9312 a.u.
**E_LUMO**: 0.04 eV
**Net charge**: 0
**Gap between HOMO and LUMO**: 0.3359 Eh
**2S+1**: 1

Atom charges from the Löwdin analysis, given in e for atoms 1 to 4: 0.048 -0.531 0.310 -0.710